1.
Formula: C2H4N2S3
Source: the Open Molecules 2025 dataset
Level of theory: ωB97M-V with the def2-TZVPD basis set

Summary:
gap between HOMO and LUMO: 8.8 eV
largest force on an atom: 0.0754 Eh/bohr
spin multiplicity: 1
charge: 0
energy relative to the best compared isomer or geometry (same formula, charge and spin): 329.5 kJ/mol

Element x y z (Å)
C (1.032, 1.606, -0.232)
C (0.725, -0.821, 0.508)
N (-0.198, 1.603, -0.012)
N (-0.774, 0.497, 0.400)
S (1.998, 0.105, -0.356)
S (0.099, -2.401, -0.247)
S (-2.186, -0.036, -0.362)
H (1.473, 2.609, -0.485)
H (0.739, -0.909, 1.547)
H (-0.596, -2.489, 0.845)
H (-2.312, 0.237, -1.608)

Forces on atoms 1 to 3 (eV/Å):
1.345 1.758 -0.949
-1.811 0.357 -3.410
-0.581 0.990 -0.154

***

2.
Formula: C2H4N3O
Source: the Open Molecules 2025 dataset
Level of theory: ωB97M-V with the def2-TZVPD basis set

Summary:
gap between HOMO and LUMO (alpha / beta): 6.1 / 7.8 eV
largest force on an atom: 0.1007 Eh/bohr
spin multiplicity: 3
charge: +1
energy relative to the best compared isomer or geometry (same formula, charge and spin): 82.9 kJ/mol

Element x y z (Å)
C (0.326, -0.022, -0.029)
C (-1.723, 0.180, 0.021)
N (-0.635, 0.933, 0.174)
N (-0.331, -1.144, 0.152)
N (1.619, 0.141, -0.146)
O (-2.816, -0.001, -0.082)
H (-0.282, 1.859, 0.429)
H (-0.259, -2.118, -0.120)
H (2.174, 0.978, -0.191)
H (1.927, -0.806, -0.209)

Forces on atoms 1 to 3 (eV/Å):
0.749 3.671 -0.538
3.671 2.021 1.236
0.821 -0.464 -0.238

***

3.
Formula: C2H4N3O2S3
Source: the Open Molecules 2025 dataset
Level of theory: ωB97M-V with the def2-TZVPD basis set

Summary:
gap between HOMO and LUMO: 6.8 eV
largest force on an atom: 0.0859 Eh/bohr
SMILES: N/C(S)=N/SS/N=C(/[O-])O
spin multiplicity: 1
charge: -1
energy relative to the best compared isomer or geometry (same formula, charge and spin): 190.2 kJ/mol

Element x y z (Å)
C (0.527, 0.409, -0.267)
C (-1.954, -0.975, 0.471)
N (1.015, -0.817, -0.241)
N (-0.425, 0.863, -0.890)
N (-2.158, 0.198, 1.065)
O (-1.387, -1.894, 1.068)
O (-2.493, -1.160, -0.704)
S (1.600, 1.479, 0.788)
S (-1.054, 2.417, -0.601)
S (-2.743, 1.508, 0.243)
H (0.422, -1.439, -0.710)
H (1.324, -1.066, 0.682)
H (0.436, 2.083, 0.916)
H (-2.814, -0.403, -1.127)

Forces on atoms 1 to 3 (eV/Å):
3.094 2.108 2.243
-0.127 0.269 1.983
1.141 -0.849 -0.391

***

4.
Formula: C2H4N3P
Source: the Open Molecules 2025 dataset
Level of theory: ωB97M-V with the def2-TZVPD basis set

Summary:
gap between HOMO and LUMO: 8.9 eV
largest force on an atom: 0.0847 Eh/bohr
spin multiplicity: 1
charge: 0
energy relative to the best compared isomer or geometry (same formula, charge and spin): 248.6 kJ/mol

Element x y z (Å)
C (-1.309, -0.930, 0.059)
C (0.064, -0.516, 0.331)
N (-2.081, 0.032, -0.087)
N (-2.744, 0.906, -0.284)
N (0.476, 0.585, -0.145)
P (1.992, 1.218, 0.048)
H (-1.861, -1.747, 0.395)
H (0.789, -1.283, 0.856)
H (1.926, 1.736, -1.298)
H (2.748, -0.001, 0.123)

Forces on atoms 1 to 3 (eV/Å):
2.790 -1.748 1.329
1.567 -1.566 -0.131
-2.609 3.236 -1.307

***

5.
Formula: C2H4N3S
Source: the Open Molecules 2025 dataset
Level of theory: ωB97M-V with the def2-TZVPD basis set

Summary:
gap between HOMO and LUMO: 8.0 eV
largest force on an atom: 0.1247 Eh/bohr
spin multiplicity: 1
charge: +1
energy relative to the best compared isomer or geometry (same formula, charge and spin): 2.5 kJ/mol

Element x y z (Å)
C (0.427, 0.063, -0.189)
C (-1.469, -0.079, 0.008)
N (-0.420, -1.007, -0.127)
N (-0.545, 0.971, -0.172)
N (1.708, 0.087, -0.083)
S (-3.238, -0.034, -0.103)
H (-0.364, -2.019, 0.046)
H (-0.688, 1.858, 0.300)
H (2.289, -0.707, 0.146)
H (2.298, 0.867, 0.174)

Forces on atoms 1 to 3 (eV/Å):
0.729 -1.505 1.564
-6.229 -0.213 -1.514
-0.400 -0.626 0.107

***

6.
Formula: C2H4N4
Source: the Open Molecules 2025 dataset
Level of theory: ωB97M-V with the def2-TZVPD basis set

Summary:
gap between HOMO and LUMO (alpha / beta): 7.8 / 7.9 eV
largest force on an atom: 0.0336 Eh/bohr
spin multiplicity: 1
charge: 0
energy relative to the best compared isomer or geometry (same formula, charge and spin): 502.7 kJ/mol

Element x y z (Å)
C (0.898, 0.549, 1.038)
N (0.489, 0.042, -0.110)
C (-0.860, -0.457, -0.047)
N (-1.290, -0.356, -1.411)
N (-0.237, -0.148, -2.091)
N (0.908, 0.043, -1.374)
H (-1.172, 0.053, 0.898)
H (0.219, 1.283, 1.463)
H (1.918, 0.500, 1.361)
H (-0.872, -1.509, 0.273)

Forces on atoms 1 to 3 (eV/Å):
0.774 0.339 -0.211
0.046 0.226 0.200
-0.023 0.202 0.416

***

7.
Formula: C2H4N4
Source: the Open Molecules 2025 dataset
Level of theory: ωB97M-V with the def2-TZVPD basis set

Summary:
gap between HOMO and LUMO: 9.3 eV
largest force on an atom: 0.0441 Eh/bohr
spin multiplicity: 1
charge: 0
energy relative to the best compared isomer or geometry (same formula, charge and spin): 375.7 kJ/mol

Element x y z (Å)
N (2.021, -0.305, -0.094)
C (0.813, -0.442, 0.448)
N (-0.206, -1.096, 0.268)
N (-1.449, -0.946, 0.042)
C (-1.350, 1.456, -0.060)
N (-0.275, 1.903, -0.113)
H (2.708, 0.302, 0.327)
H (2.075, -0.312, -1.093)
H (-1.953, -1.792, 0.300)
H (-2.384, 1.232, -0.026)

Forces on atoms 1 to 3 (eV/Å):
-0.280 -0.049 0.077
0.256 -0.340 0.148
0.068 0.552 0.131

***

8.
Formula: C2H4N4
Source: the Open Molecules 2025 dataset
Level of theory: ωB97M-V with the def2-TZVPD basis set

Summary:
gap between HOMO and LUMO: 11.0 eV
largest force on an atom: 0.0330 Eh/bohr
SMILES: Cn1ncnn1
spin multiplicity: 1
charge: 0
energy relative to the best compared isomer or geometry (same formula, charge and spin): 322.4 kJ/mol

Element x y z (Å)
C (-1.306, -0.561, 0.162)
N (0.043, 0.684, -0.827)
C (1.038, 1.190, -0.184)
N (1.859, 0.220, 0.345)
N (1.278, -0.899, 0.143)
N (0.107, -0.646, -0.567)
H (-1.228, -1.292, 0.944)
H (-2.029, -0.773, -0.621)
H (-1.581, 0.424, 0.607)
H (1.141, 2.250, -0.038)

Forces on atoms 1 to 3 (eV/Å):
0.193 -1.101 0.060
0.768 1.267 -0.366
0.335 0.355 -0.629

***

9.
Formula: C2H4N4
Source: the Open Molecules 2025 dataset
Level of theory: ωB97M-V with the def2-TZVPD basis set

Summary:
gap between HOMO and LUMO: 11.5 eV
largest force on an atom: 0.0068 Eh/bohr
SMILES: Cn1cnnn1
spin multiplicity: 1
charge: 0
energy relative to the best compared isomer or geometry (same formula, charge and spin): 162.3 kJ/mol

Element x y z (Å)
C (-1.364, -0.226, 0.131)
N (0.021, -0.042, -0.274)
C (0.929, 0.910, 0.028)
N (2.125, 0.380, -0.011)
N (1.941, -0.921, -0.336)
N (0.701, -1.181, -0.494)
H (-1.345, -1.010, 0.890)
H (-1.978, -0.557, -0.707)
H (-1.757, 0.691, 0.568)
H (0.728, 1.957, 0.205)

Forces on atoms 1 to 3 (eV/Å):
-0.171 0.038 0.033
0.176 -0.105 0.280
0.014 -0.107 -0.018

***

10.
Formula: C2H4N4
Source: the Open Molecules 2025 dataset
Level of theory: ωB97M-V with the def2-TZVPD basis set

Summary:
gap between HOMO and LUMO: 10.2 eV
largest force on an atom: 0.0253 Eh/bohr
SMILES: Nc1ncn[nH]1
spin multiplicity: 1
charge: 0
energy relative to the best compared isomer or geometry (same formula, charge and spin): 37.0 kJ/mol

Element x y z (Å)
N (1.160, -1.295, 0.316)
C (0.332, -0.213, 0.072)
N (0.461, 1.011, 0.496)
C (-0.685, 1.588, 0.010)
N (-1.471, 0.826, -0.712)
N (-0.804, -0.401, -0.642)
H (0.634, -2.075, 0.687)
H (1.891, -1.068, 0.976)
H (-0.925, 2.621, 0.240)
H (-0.592, -0.993, -1.442)

Forces on atoms 1 to 3 (eV/Å):
0.132 0.038 0.204
0.122 -0.113 0.618
-0.194 0.022 0.303

***

11.
Formula: C2H4N4
Source: the Open Molecules 2025 dataset
Level of theory: ωB97M-V with the def2-TZVPD basis set

Summary:
gap between HOMO and LUMO: 10.3 eV
largest force on an atom: 0.1011 Eh/bohr
spin multiplicity: 1
charge: 0
energy relative to the best compared isomer or geometry (same formula, charge and spin): 326.0 kJ/mol

Element x y z (Å)
C (1.911, 1.236, -1.112)
C (-0.375, -0.065, 1.094)
N (-2.295, -1.835, -1.091)
N (2.629, 1.396, -0.257)
N (-1.510, -1.215, -0.524)
N (-0.592, -0.517, -0.253)
H (1.266, 0.882, -1.940)
H (-1.228, -0.516, 1.692)
H (0.643, -0.382, 1.423)
H (-0.448, 1.015, 0.969)

Forces on atoms 1 to 3 (eV/Å):
-2.129 -1.357 -2.896
-0.769 -0.638 0.597
1.183 0.956 1.697

***

12.
Formula: C2H4N4
Source: the Open Molecules 2025 dataset
Level of theory: ωB97M-V with the def2-TZVPD basis set

Summary:
gap between HOMO and LUMO: 9.2 eV
largest force on an atom: 0.0506 Eh/bohr
SMILES: Nc1c[nH]nn1
spin multiplicity: 1
charge: 0
energy relative to the best compared isomer or geometry (same formula, charge and spin): 221.1 kJ/mol

Element x y z (Å)
N (-1.736, -0.509, -0.013)
C (-0.430, 0.000, -0.165)
C (0.629, -0.193, 0.696)
N (1.670, 0.488, 0.270)
N (1.077, 1.257, -1.181)
N (-0.069, 0.824, -1.167)
H (-1.878, -1.466, -0.255)
H (-2.422, -0.036, -0.556)
H (0.607, -0.826, 1.586)
H (2.551, 0.459, 0.784)

Forces on atoms 1 to 3 (eV/Å):
-0.060 0.018 0.383
-0.964 -0.534 0.142
-0.092 0.191 -0.205

***

13.
Formula: C2H4N4O
Source: the Open Molecules 2025 dataset
Level of theory: ωB97M-V with the def2-TZVPD basis set

Summary:
gap between HOMO and LUMO: 9.7 eV
largest force on an atom: 0.1447 Eh/bohr
SMILES: Nn1cnnc1O
spin multiplicity: 1
charge: 0
energy relative to the best compared isomer or geometry (same formula, charge and spin): 342.0 kJ/mol

Element x y z (Å)
C (-1.368, 0.662, 0.005)
C (-0.261, -1.197, -0.086)
H (1.372, 1.538, -0.646)
H (1.588, 0.939, 0.935)
H (-1.517, 1.788, -0.205)
H (1.667, -0.951, 0.015)
N (1.246, 0.655, -0.004)
N (-0.008, 0.166, -0.058)
N (-2.168, -0.255, 0.070)
N (-1.503, -1.474, -0.023)
O (0.952, -1.872, -0.003)

Forces on atoms 1 to 3 (eV/Å):
4.627 5.792 -0.627
4.726 0.545 0.814
-0.235 -2.533 1.372

***

14.
Formula: C2H4N4O
Source: the Open Molecules 2025 dataset
Level of theory: ωB97M-V with the def2-TZVPD basis set

Summary:
gap between HOMO and LUMO: 9.8 eV
largest force on an atom: 0.1082 Eh/bohr
SMILES: [H]/N=C1\NN=CON1
spin multiplicity: 1
charge: 0
energy relative to the best compared isomer or geometry (same formula, charge and spin): 400.1 kJ/mol

Element x y z (Å)
C (-0.900, -0.057, -0.090)
C (1.846, 0.035, -0.090)
H (-2.761, 0.607, 0.188)
H (-0.446, -2.100, 0.095)
H (2.840, -0.071, -0.329)
H (-0.523, 2.114, 0.336)
N (-2.182, -0.244, -0.038)
N (-0.119, -1.237, -0.270)
N (1.176, 1.101, -0.146)
N (-0.165, 1.041, 0.086)
O (1.234, -1.189, 0.258)

Forces on atoms 1 to 3 (eV/Å):
-2.703 -2.484 1.363
-3.749 -1.373 0.735
1.146 -0.960 -0.625

***

15.
Formula: C2H4N4O
Source: the Open Molecules 2025 dataset
Level of theory: ωB97M-V with the def2-TZVPD basis set

Summary:
gap between HOMO and LUMO: 9.7 eV
largest force on an atom: 0.1474 Eh/bohr
SMILES: CNc1nnno1
spin multiplicity: 1
charge: 0
energy relative to the best compared isomer or geometry (same formula, charge and spin): 426.0 kJ/mol

Element x y z (Å)
C (-1.584, 0.423, 0.044)
C (0.672, -0.544, 0.013)
H (-2.510, -0.242, 0.035)
H (-1.360, 1.106, 1.000)
H (-1.544, 1.205, -0.869)
H (-1.164, -1.621, -0.086)
N (-0.647, -0.732, -0.077)
N (1.905, -1.106, 0.032)
N (2.844, -0.278, -0.026)
N (2.346, 0.960, 0.021)
O (1.042, 0.828, -0.086)

Forces on atoms 1 to 3 (eV/Å):
0.087 0.914 -0.270
4.707 3.560 -0.925
0.396 2.226 0.343

***

16.
Formula: C2H4N4O
Source: the Open Molecules 2025 dataset
Level of theory: ωB97M-V with the def2-TZVPD basis set

Summary:
gap between HOMO and LUMO: 9.6 eV
largest force on an atom: 0.1334 Eh/bohr
SMILES: C/N=c1\nn[nH]o1
spin multiplicity: 1
charge: 0
energy relative to the best compared isomer or geometry (same formula, charge and spin): 570.3 kJ/mol

Element x y z (Å)
C (2.069, 0.099, 0.116)
C (-0.281, -0.397, -0.136)
H (2.835, -0.101, -0.695)
H (2.626, 0.153, 1.079)
H (1.838, 1.304, -0.188)
H (-3.478, -0.666, 0.029)
N (0.951, -0.656, 0.003)
N (-0.890, 0.983, -0.294)
N (-2.057, 0.966, 0.019)
N (-2.323, -0.473, 0.366)
O (-1.289, -1.213, -0.300)

Forces on atoms 1 to 3 (eV/Å):
2.299 6.092 -2.155
3.792 2.700 -0.839
-0.833 -0.443 0.985

***

17.
Formula: C2H4N4O
Source: the Open Molecules 2025 dataset
Level of theory: ωB97M-V with the def2-TZVPD basis set

Summary:
gap between HOMO and LUMO: 10.1 eV
largest force on an atom: 0.0763 Eh/bohr
SMILES: C/N=c1\[nH]nno1
spin multiplicity: 1
charge: 0
energy relative to the best compared isomer or geometry (same formula, charge and spin): 504.2 kJ/mol

Element x y z (Å)
C (1.266, -2.076, 1.184)
C (0.257, -0.296, -0.108)
H (2.146, -2.635, 0.901)
H (0.093, -2.431, 1.292)
H (1.411, -1.591, 2.185)
H (-1.775, -0.367, 0.864)
N (1.204, -1.108, 0.100)
N (-1.200, -0.027, 0.143)
N (-1.520, 1.320, -0.080)
N (-0.582, 1.933, -0.598)
O (0.460, 0.804, -1.081)

Forces on atoms 1 to 3 (eV/Å):
-3.749 1.094 0.374
-0.284 2.360 -2.487
-0.568 -1.333 0.528

***

18.
Formula: C2H4N4O2
Source: the Open Molecules 2025 dataset
Level of theory: ωB97M-V with the def2-TZVPD basis set

Summary:
gap between HOMO and LUMO: 9.5 eV
largest force on an atom: 0.1863 Eh/bohr
SMILES: Nn1[nH]c(O)nc1=O
spin multiplicity: 1
charge: 0
energy relative to the best compared isomer or geometry (same formula, charge and spin): 370.8 kJ/mol

Element x y z (Å)
C (1.304, -0.092, -0.062)
C (-0.647, 0.863, -0.042)
H (-2.514, -0.576, 0.841)
H (-2.620, -1.212, -0.829)
H (0.328, -1.512, 1.129)
H (2.896, 0.702, 0.547)
N (-1.887, -1.207, 0.129)
N (-0.846, -0.484, -0.299)
N (0.364, -1.142, -0.072)
N (0.853, 1.000, -0.254)
O (2.509, -0.268, 0.108)
O (-1.436, 1.617, 0.193)

Forces on atoms 1 to 3 (eV/Å):
-3.597 -3.360 -0.201
7.597 -5.052 -2.928
2.023 -1.722 -1.975

***

19.
Formula: C2H4N4O2
Source: the Open Molecules 2025 dataset
Level of theory: ωB97M-V with the def2-TZVPD basis set

Summary:
gap between HOMO and LUMO: 9.7 eV
largest force on an atom: 0.0776 Eh/bohr
SMILES: [H]/N=N\N=C(\N)C(=O)O
spin multiplicity: 1
charge: 0
energy relative to the best compared isomer or geometry (same formula, charge and spin): 214.4 kJ/mol

Element x y z (Å)
C (0.275, -0.810, 0.676)
C (0.550, 0.416, -0.424)
N (1.609, 1.232, -0.174)
O (-0.472, -0.365, 1.710)
N (-0.334, 0.451, -1.333)
N (-1.256, -0.791, -0.836)
N (-2.449, -0.588, -0.966)
O (1.089, -1.703, 0.782)
H (-0.296, -0.982, 2.443)
H (1.713, 2.036, -0.776)
H (2.181, 1.028, 0.634)
H (-2.611, 0.077, -1.736)

Forces on atoms 1 to 3 (eV/Å):
3.533 1.858 0.033
-0.882 -2.095 1.995
-1.108 -0.668 -0.434

***

20.
Formula: C2H4N4O2
Source: the Open Molecules 2025 dataset
Level of theory: ωB97M-V with the def2-TZVPD basis set

Summary:
gap between HOMO and LUMO: 8.8 eV
largest force on an atom: 0.0549 Eh/bohr
SMILES: Nc1n[nH]n(O)c1=O
spin multiplicity: 1
charge: 0
energy relative to the best compared isomer or geometry (same formula, charge and spin): 260.8 kJ/mol

Element x y z (Å)
C (-0.694, -0.591, 0.448)
C (0.151, -0.153, -0.752)
H (-1.521, -2.373, 1.129)
H (-1.207, -2.196, -0.604)
H (0.668, 1.831, 1.626)
H (1.681, 1.691, -1.721)
N (-1.291, -1.798, 0.351)
N (-0.701, 0.378, 1.341)
N (0.135, 1.336, 0.948)
N (0.732, 0.954, -0.214)
O (1.805, 1.639, -0.711)
O (0.240, -0.718, -1.841)

Forces on atoms 1 to 3 (eV/Å):
1.289 2.172 -1.263
-0.882 -1.068 1.750
-0.123 -0.137 0.287